Entry 1:
The following is a DFT calculation (ωB97M-V with the def2-TZVPD basis set) of a molecular structure, C51H40ClGeIN3O10SV in a non-equilibrium geometry.

XYZ file:
```
109
Properties=species:S:1:pos:R:3:forces:R:3:lowdin_spin:R:1
V -1.893 0.932 0.342 0.0167 0.1969 0.7468 1.907
C -7.062 4.459 -4.419 1.0994 1.0360 -2.0910 0.000
C -5.744 4.336 -3.736 0.7343 -0.6409 1.6396 0.000
C -4.638 5.193 -3.944 -0.6985 -0.1459 0.9584 0.000
C -3.534 5.208 -3.035 -1.2705 0.1228 -0.7530 0.000
C -3.618 4.371 -1.896 0.9970 0.4024 -1.0051 0.001
C -4.760 3.608 -1.620 0.3093 -0.0198 0.6400 0.000
C -5.784 3.546 -2.555 0.2780 -0.1689 0.0097 0.000
S -2.193 4.175 -0.766 -0.4974 2.8020 -1.1147 0.004
O -2.825 4.576 0.470 0.4404 -0.6029 1.0379 0.001
O -1.199 5.116 -1.298 -0.5490 -0.9073 0.2668 -0.001
N -1.759 2.698 -0.817 0.5902 -0.7902 -1.5312 0.005
C -1.348 2.307 -2.230 -0.8797 0.3020 1.6090 0.005
C -1.614 0.820 -2.418 -0.0954 0.3857 1.3983 0.006
O -1.340 0.334 -3.481 0.2754 -0.9932 -1.7739 0.002
O -2.018 0.123 -1.384 -0.4029 0.4124 -1.0408 0.016
H -7.720 3.624 -4.467 -0.1280 -1.0186 0.2692 0.000
H -6.955 4.843 -5.455 -0.0453 -0.1505 0.4494 0.000
H -7.527 5.216 -3.858 -1.2022 1.1003 0.5281 0.000
H -4.761 5.998 -4.684 0.3881 -0.5680 0.0311 0.000
H -2.762 5.989 -3.280 -0.4341 -1.3971 0.8535 0.000
H -4.814 3.129 -0.602 -0.0272 0.2255 -1.5533 0.000
H -6.634 2.867 -2.331 0.4563 0.7246 -0.3284 0.000
H -0.301 2.477 -2.453 0.2922 0.1588 0.2449 0.000
H -1.919 2.913 -2.939 0.0036 -0.3920 -0.2225 0.000
O -5.010 4.243 4.016 -0.8492 -0.6061 -0.7115 0.000
C -3.768 4.311 4.425 -0.2649 -1.6187 -1.9223 0.000
O -3.520 4.991 5.352 1.4307 1.8045 2.6078 0.000
C -2.728 3.492 3.704 -0.6779 0.4131 0.1204 0.001
C -1.385 3.445 4.025 -0.8713 -0.4438 -0.5304 0.006
Cl -0.579 4.104 5.347 0.3968 0.2020 0.2008 0.002
N -0.777 2.632 3.141 -0.9510 -0.3484 -1.1901 0.000
N -1.711 2.119 2.242 1.3087 0.2820 0.7975 0.001
C -2.853 2.645 2.570 -0.6251 0.9791 0.2642 0.010
C -4.031 2.388 1.629 2.1269 -0.1361 1.1140 0.005
O -5.099 2.897 1.864 -2.2943 0.8223 0.4018 0.007
O -3.761 1.631 0.682 0.3636 -1.0352 -1.0031 0.004
C 0.568 2.204 3.090 0.4547 0.4503 0.3273 0.000
C 1.637 3.062 2.901 1.0510 -0.8191 -0.5673 0.000
C 2.936 2.500 2.822 0.5432 2.3952 0.1923 0.000
C 3.141 1.163 3.061 0.4797 -1.5717 0.4592 0.000
C 2.056 0.322 3.324 -0.1322 -1.3640 0.0612 0.000
C 0.784 0.873 3.318 -0.8421 -2.3256 0.3031 0.000
H -5.138 3.650 3.203 0.2504 0.3019 -0.0506 0.000
H 1.542 4.118 2.734 -0.3676 0.2197 -0.0675 0.000
H 3.792 3.258 2.639 -1.3940 -1.6448 0.2656 0.000
H 4.114 0.651 3.134 -0.2275 0.8254 -0.3809 0.000
H 2.183 -0.825 3.513 -0.1653 2.3865 -0.3642 0.000
H -0.100 0.204 3.486 0.8499 0.7329 -0.1891 0.000
I -4.446 -0.119 3.475 0.1167 -0.1974 0.1324 0.000
C -2.688 -1.236 3.790 -0.5307 0.4442 0.1645 -0.001
C -2.502 -1.655 5.083 -0.2260 -1.0414 0.0410 0.001
C -1.633 -2.761 5.331 -0.3172 0.1802 1.3377 -0.001
C -0.933 -3.368 4.332 -0.2843 1.4105 0.8991 0.001
C -1.073 -2.782 3.053 1.2911 -1.9783 -0.9721 -0.001
C -0.346 -3.536 2.067 -0.3305 0.1201 0.7997 0.005
C -0.529 -3.159 0.801 -0.3063 1.6646 -1.6270 0.000
C -1.196 -1.924 0.447 0.0005 -1.0221 1.2152 0.008
C -1.891 -1.126 1.365 0.5813 -0.1003 -1.3989 -0.014
C -1.926 -1.691 2.676 0.6840 -0.4595 1.1126 -0.001
H -3.166 -1.292 5.884 0.5214 -0.1667 -0.4971 0.000
H -1.593 -3.165 6.351 0.0788 0.2899 -0.2817 0.000
H -0.189 -4.155 4.564 -0.7551 0.3693 -0.4971 0.000
H 0.267 -4.413 2.355 -0.4888 0.6463 -0.1381 0.000
H -0.101 -3.659 -0.038 0.4705 -0.6668 -0.3986 0.000
H -1.081 -1.683 -0.603 -0.2829 0.3671 0.1363 0.001
O 1.363 2.555 -0.451 -0.1850 -1.5630 0.2324 0.007
C 1.047 1.357 -0.427 -0.0260 1.9718 0.2930 0.004
O 0.009 0.864 0.210 1.5172 0.1913 -0.0503 0.006
C 1.813 0.313 -1.213 0.8782 -0.5973 0.4561 0.000
C 2.450 -0.765 -0.303 0.5649 0.8288 -0.9444 0.000
Ge 3.090 -2.403 -1.181 -0.0067 1.4550 0.0184 0.000
C 3.790 -3.503 0.165 0.3868 -1.3243 1.8633 0.000
C 4.703 -4.542 -0.014 0.5473 -0.9772 -0.0195 0.000
C 4.844 -5.527 0.957 0.7367 0.2892 -0.1496 0.000
C 4.255 -5.440 2.190 0.7487 -1.5434 1.3277 0.000
C 3.489 -4.339 2.457 -1.7176 0.7528 2.3612 0.000
C 3.216 -3.419 1.453 -1.3917 0.9800 -0.8276 0.000
C 1.852 -3.341 -2.280 -0.6437 0.8310 -1.3478 0.000
C 0.814 -2.652 -2.942 -1.3716 0.8967 -0.1414 0.000
C 0.001 -3.251 -3.919 0.3779 -0.1394 1.0786 0.000
C 0.258 -4.587 -4.165 -1.3763 -2.1127 -2.2543 0.000
C 1.302 -5.304 -3.646 1.3499 0.6580 1.3506 0.000
C 2.135 -4.601 -2.730 0.7157 -3.1107 -0.4007 0.000
C 4.615 -1.917 -2.279 1.7381 2.1558 1.9505 0.000
C 5.737 -1.211 -1.687 -0.1834 -0.8461 0.3097 0.000
C 6.698 -0.604 -2.472 1.2602 -0.6169 0.2203 0.000
C 6.570 -0.605 -3.847 -0.2576 0.0200 -2.1967 0.000
C 5.497 -1.234 -4.480 -0.6122 0.0095 1.5515 0.000
C 4.549 -1.842 -3.624 -0.0593 -0.1947 -2.1676 0.000
H 2.615 0.676 -1.894 -0.9240 0.2487 0.3347 0.000
H 1.017 -0.162 -1.722 -0.6220 -0.3757 -1.1409 0.000
H 1.796 -0.921 0.526 -0.4698 -0.4208 0.6341 0.000
H 3.370 -0.297 0.053 0.1357 -0.1944 0.4637 0.000
H 5.383 -4.719 -0.857 -0.7193 0.6394 -0.2546 0.000
H 5.547 -6.327 0.838 0.2537 -0.3692 -0.4861 0.000
H 4.511 -6.274 2.938 -0.7160 1.5475 -0.9573 0.000
H 3.010 -4.212 3.502 0.7643 -0.1515 -1.8921 0.000
H 2.394 -2.634 1.548 1.3321 -1.1129 0.4615 0.000
H 0.508 -1.614 -2.692 0.5304 -0.8474 -0.0635 0.000
H -0.871 -2.750 -4.358 0.6304 -0.0191 0.2431 0.000
H -0.344 -5.231 -4.870 0.1273 1.2578 0.5989 0.000
H 1.490 -6.378 -3.890 -0.1941 1.1666 0.1572 0.000
H 3.017 -5.208 -2.386 -0.7808 0.9448 0.0881 0.000
H 5.954 -1.187 -0.606 -0.5914 -0.2513 -0.4248 0.000
H 7.723 -0.326 -2.106 -1.4463 0.2203 0.1642 0.000
H 7.317 -0.099 -4.465 -0.0764 -0.1839 0.2356 0.000
H 5.230 -1.267 -5.538 0.7151 0.3072 0.2123 0.000
H 3.693 -2.285 -4.095 -0.4058 -0.2553 -0.3226 0.000
```
Forces are in eV/Å.

## Properties
**2S+1**: 3
**E_HOMO (spin up / spin down)**: -3.091 / -3.336 eV
**Total charge**: -2
**E_tot**: -192146.878 eV
**Expectation value of S²**: 2.010
**Gap between HOMO and LUMO (spin up / spin down)**: 6.74 / 6.98 eV
**Molecular weight**: 1172.87 g/mol
**Relative energy (zero: lowest compared OMol25 entry of this formula, charge and spin)**: 28.95 kcal/mol

Entry 2:
The following is a DFT calculation (ωB97M-V with the def2-TZVPD basis set) of a molecular structure, C51H40IIrO6P3.

XYZ file:
```
102
Properties=species:S:1:pos:R:3:forces:R:3:mulliken_charge:R:1
Ir 1.282 -0.357 0.491 -0.1702 -0.5813 0.1847 5.363
O -0.751 0.157 0.727 0.1722 -0.2519 0.3389 -1.415
P -2.034 -0.068 -0.027 -0.0396 0.1597 -0.3408 1.914
C -1.710 -0.205 -1.818 0.0959 -0.0418 0.0074 -1.281
P -0.375 -1.378 -2.226 -0.1193 -0.0578 0.2765 -0.226
O 0.870 -1.080 -1.430 0.2946 0.2811 -0.1806 -0.894
C -0.038 -1.211 -3.973 -0.0776 0.0200 0.0121 0.966
C -1.038 -0.902 -4.892 -0.0051 0.0259 -0.0055 -0.414
C -0.732 -0.818 -6.241 0.0113 -0.0031 -0.0037 -0.747
C 0.568 -1.047 -6.671 -0.0054 0.0094 0.0036 -0.585
C 1.564 -1.363 -5.756 -0.0012 0.0114 0.0037 -0.890
C 1.265 -1.448 -4.405 0.0316 -0.0129 -0.0030 -0.521
C -0.922 -3.042 -1.878 -0.0489 0.0443 -0.0023 1.076
C -0.085 -3.853 -1.116 0.0268 0.0173 0.0146 -0.413
C -0.459 -5.162 -0.852 -0.0240 -0.0075 0.0271 -0.780
C -1.662 -5.652 -1.337 -0.0081 -0.0031 0.0164 -0.574
C -2.499 -4.841 -2.095 -0.0074 0.0183 -0.0018 -0.716
C -2.128 -3.537 -2.372 -0.0332 -0.0136 0.0036 -0.450
C -2.964 -1.506 0.468 -0.0298 0.0826 0.0311 0.618
C -2.399 -2.487 1.275 0.0721 -0.0667 -0.0346 -0.487
C -3.162 -3.591 1.630 0.0366 -0.0182 0.0094 -0.604
C -4.470 -3.709 1.188 -0.0148 -0.0035 -0.0281 -0.553
C -5.036 -2.723 0.386 0.0116 -0.0136 -0.0027 -0.771
C -4.286 -1.618 0.028 -0.0122 -0.0200 0.0244 -1.045
C -3.098 1.353 0.205 -0.0223 -0.0382 -0.1362 0.406
C -3.475 2.199 -0.833 0.0110 0.0351 0.0108 -0.336
C -4.263 3.310 -0.567 0.0002 -0.0010 0.0097 -0.783
C -4.669 3.575 0.732 0.0016 0.0060 -0.0036 -0.525
C -4.290 2.733 1.772 -0.0035 0.0002 -0.0095 -0.765
C -3.508 1.622 1.512 -0.0078 0.0130 0.0345 -0.520
H -1.355 0.769 -2.173 0.0002 -0.0062 -0.0049 0.264
H -2.634 -0.460 -2.344 -0.0041 -0.0191 0.0135 0.939
H -2.055 -0.716 -4.568 0.0055 -0.0004 -0.0047 0.321
H -1.506 -0.574 -6.955 -0.0027 0.0012 -0.0041 0.439
H 0.805 -0.981 -7.724 0.0030 -0.0023 -0.0027 0.423
H 2.576 -1.544 -6.094 0.0029 -0.0006 -0.0044 0.441
H 2.038 -1.693 -3.687 -0.0016 0.0138 0.0117 0.437
H 0.849 -3.463 -0.729 -0.0060 0.0111 0.0088 0.344
H 0.191 -5.796 -0.264 0.0028 0.0011 -0.0007 0.470
H -1.952 -6.673 -1.128 0.0038 -0.0011 -0.0012 0.434
H -3.436 -5.228 -2.473 -0.0004 -0.0018 0.0015 0.452
H -2.779 -2.915 -2.977 0.0020 0.0081 0.0028 0.355
H -1.374 -2.397 1.616 0.0155 0.0351 -0.0103 0.507
H -2.729 -4.359 2.257 -0.0032 -0.0030 0.0023 0.483
H -5.060 -4.571 1.472 0.0041 -0.0013 0.0076 0.433
H -6.062 -2.811 0.054 -0.0017 -0.0051 0.0026 0.451
H -4.738 -0.833 -0.569 0.0177 -0.0007 -0.0055 0.433
H -3.157 2.009 -1.850 -0.0204 0.0029 -0.0013 0.372
H -4.559 3.967 -1.374 -0.0013 0.0045 -0.0020 0.458
H -5.285 4.440 0.938 -0.0012 0.0033 0.0001 0.430
H -4.608 2.943 2.784 -0.0036 0.0010 0.0061 0.490
H -3.208 0.970 2.324 0.0037 -0.0168 -0.0081 0.371
O 4.669 -0.990 1.889 0.0411 0.0008 0.0088 -0.642
C 4.078 -0.449 0.989 0.0295 -0.1510 -0.2667 0.025
O 3.149 -1.046 0.252 -0.2064 0.2665 0.2965 -0.650
C 4.499 0.936 0.532 -0.1552 0.0200 0.0890 1.009
C 5.856 1.228 0.629 0.0703 -0.0269 0.0187 -0.761
C 6.360 2.440 0.186 -0.0156 -0.0070 0.0012 -0.667
C 5.506 3.396 -0.346 -0.0255 -0.0125 -0.0037 -0.810
C 4.150 3.131 -0.423 0.0548 0.0467 -0.0095 -0.675
C 3.638 1.908 0.011 -0.0077 0.1038 -0.1499 0.066
P 1.844 1.722 0.019 0.0604 0.0194 0.2825 1.753
C 1.229 2.477 -1.505 -0.0213 0.0023 -0.0338 0.168
C 1.404 1.757 -2.687 0.0231 -0.0245 -0.0168 -0.768
C 0.948 2.268 -3.892 0.0175 -0.0288 0.0111 -0.412
C 0.322 3.507 -3.925 -0.0198 0.0246 0.0007 -0.727
C 0.167 4.240 -2.756 -0.0020 -0.0242 -0.0255 -0.808
C 0.621 3.730 -1.547 -0.0269 -0.0183 -0.0050 -0.108
C 1.257 2.754 1.390 0.0653 0.0638 -0.0317 0.444
C 2.128 3.110 2.416 -0.0073 -0.0240 -0.0062 -1.088
C 1.656 3.802 3.524 -0.0023 -0.0001 -0.0199 -0.776
C 0.316 4.143 3.613 0.0119 0.0014 0.0082 -0.854
C -0.559 3.787 2.595 -0.0011 0.0071 -0.0026 -0.987
C -0.093 3.093 1.492 -0.0311 -0.0602 -0.0027 -0.098
H 6.507 0.477 1.056 -0.0012 0.0082 -0.0022 0.537
H 7.421 2.640 0.255 0.0036 -0.0067 0.0087 0.414
H 5.892 4.347 -0.688 0.0013 0.0002 -0.0053 0.461
H 3.480 3.888 -0.815 -0.0078 -0.0099 -0.0018 0.439
H 1.907 0.798 -2.656 -0.0078 -0.0138 -0.0155 0.555
H 1.088 1.701 -4.803 -0.0007 -0.0162 -0.0211 0.398
H -0.032 3.909 -4.865 -0.0020 0.0046 -0.0034 0.449
H -0.302 5.214 -2.783 -0.0005 0.0061 -0.0054 0.494
H 0.501 4.310 -0.642 0.0232 0.0074 -0.0296 0.563
H 3.175 2.842 2.361 0.0173 0.0030 -0.0049 0.317
H 2.342 4.074 4.316 0.0000 0.0026 0.0026 0.472
H -0.048 4.687 4.475 -0.0001 -0.0033 0.0047 0.422
H -1.607 4.050 2.659 0.0017 0.0019 -0.0017 0.507
H -0.786 2.813 0.709 -0.0031 -0.0077 0.0314 0.530
I 1.918 -3.387 8.739 -0.0011 0.0064 -0.0123 0.114
C 1.728 -2.732 6.770 -0.0003 0.0069 0.0051 -0.102
C 1.995 -1.404 6.462 0.0075 -0.0019 0.0177 -0.588
C 1.868 -0.970 5.154 -0.0104 -0.0194 0.0020 -0.300
C 1.472 -1.863 4.163 -0.0079 -0.0621 -0.0044 0.249
C 1.213 -3.191 4.479 0.0002 0.0124 -0.0047 -0.431
C 1.339 -3.631 5.786 0.0011 -0.0130 -0.0045 -0.652
C 1.331 -1.408 2.770 0.0088 0.0098 0.1752 -0.257
O 1.595 -0.180 2.488 0.0386 0.1802 -0.2672 -0.870
O 0.947 -2.157 1.837 -0.0599 0.0975 -0.2621 -0.935
H 2.305 -0.717 7.236 -0.0002 0.0030 0.0023 0.398
H 2.079 0.058 4.894 0.0005 0.0080 -0.0105 0.505
H 0.924 -3.877 3.693 -0.0027 0.0030 0.0002 0.490
H 1.144 -4.664 6.036 -0.0001 0.0002 0.0012 0.389
```
Forces are in eV/Å.

## Properties
**E_HOMO**: -10.435 eV
**Total charge**: +1
**E_tot**: -104627.977 eV
**Gap between HOMO and LUMO**: 8.14 eV
**Molecular weight**: 1160.92 g/mol
**Relative energy (zero: lowest compared OMol25 entry of this formula, charge and spin)**: 0.00 kcal/mol